(1)
The following is a quantum chemistry calculation of a cluster of 2 separate species, CH2IN in total in a non-equilibrium geometry, from the Open Molecules 2025 dataset.

XYZ file:
```
5
Properties=species:S:1:pos:R:3
C -0.85555 -0.02291 0.66197
N -1.49627 -0.19339 -0.29606
I 2.42296 -0.19506 0.04242
H 1.70505 0.86053 0.77080
H -1.77619 -0.44916 -1.17913
```

Results
Frontier orbital gap ... 10.676 eV
DFT total energy ... -391.6850 hartree
Energy relative to the best compared isomer or geometry (same formula, charge and spin) ... 84.4 kJ/mol
E_LUMO ... 0.0337 Ha

(2)
The following is a quantum chemistry calculation of a structure of composition C6H10O, from the Open Molecules 2025 dataset.

XYZ file:
```
17
Properties=species:S:1:pos:R:3
C 0.41946 -0.34003 2.01227
C 0.03593 -0.12734 0.56752
C -0.87177 1.02127 0.09283
C -1.16471 -0.03889 -0.96613
C 0.15681 -0.16320 -1.74465
C 1.11301 -0.22547 -0.52776
O -1.00367 -1.05362 0.05526
H 1.01676 -1.24935 2.14187
H -0.49962 -0.44623 2.58799
H 0.99192 0.49284 2.44607
H -0.43449 1.96793 -0.23360
H -1.69540 1.17324 0.79573
H -2.09409 -0.05450 -1.54264
H 0.33062 0.70136 -2.38942
H 0.19421 -1.07374 -2.34655
H 1.65291 -1.17173 -0.42898
H 1.85211 0.58746 -0.51982
```

Results
Frontier orbital gap ... 10.691 eV
DFT total energy ... -309.8166 hartree
Energy relative to the best compared isomer or geometry (same formula, charge and spin) ... 67.7 kJ/mol
E_LUMO ... 0.0385 Ha

(3)
The following is a quantum chemistry calculation of a structure of composition C29H82AsF6N7O13 in a non-equilibrium geometry, from the Open Molecules 2025 dataset.

XYZ file:
```
138
Properties=species:S:1:pos:R:3
C -3.58442 3.17236 3.61579
C -3.74966 1.80877 3.08096
C -4.95818 1.72916 2.11496
O -5.08087 0.47337 1.44636
C -5.68269 -0.50205 2.29625
N -2.46668 1.35254 2.26308
H -1.81450 2.14365 2.09815
H -2.01246 0.60473 2.74532
H -2.65793 0.92815 1.35427
H -3.47442 3.92461 2.84085
H -2.76885 3.22824 4.33809
H -4.46528 3.38122 4.19449
H -3.81018 1.09701 3.88133
H -4.79564 2.45692 1.29938
H -5.86634 1.91408 2.63901
H -5.49157 -1.47184 1.82109
H -6.75434 -0.22334 2.36851
H -5.26198 -0.65875 3.29313
C 1.02547 1.15316 4.29975
C 1.04701 -0.36485 4.60624
C -0.28569 -0.74367 5.32023
O -1.37668 -0.50021 4.48836
C -2.54345 -0.77347 5.28561
N 1.14389 -1.14214 3.35053
H 1.09428 -2.13484 3.46827
H 0.35152 -0.90307 2.77030
H 1.98292 -1.01415 2.70166
H 1.80328 1.47287 3.58718
H 1.08580 1.75461 5.16522
H 0.05779 1.36725 3.75574
H 1.96513 -0.61256 5.20412
H -0.33050 -0.14662 6.21325
H -0.22433 -1.79514 5.68564
H -2.54159 -1.81292 5.69477
H -3.34929 -0.69833 4.58727
H -2.58762 -0.11135 6.13664
C 5.89762 -4.77535 1.99013
C 4.35867 -4.80105 1.74036
C 3.54099 -3.89413 2.68835
O 2.18303 -3.55726 2.28373
C 1.45337 -4.81860 2.34795
N 4.08245 -4.23708 0.38874
H 3.14334 -4.07017 0.21563
H 4.33816 -2.50592 0.38136
H 4.44365 -4.86364 -0.32322
H 6.37455 -5.69698 1.61480
H 6.10896 -4.67308 3.04097
H 6.36979 -3.92462 1.47659
H 3.97897 -5.79497 1.88016
H 4.13043 -2.99444 2.82843
H 3.47036 -4.33216 3.69605
H 0.39814 -4.65413 2.32142
H 1.71322 -5.33083 3.28622
H 1.58864 -5.48271 1.51711
C -7.64284 -4.79012 -1.57801
C -6.16623 -4.99602 -1.43725
C -5.36359 -4.16882 -0.48120
O -4.06021 -4.73878 -0.51321
C -3.05105 -3.99068 0.09982
N -5.96958 -6.43033 -1.02957
H -6.43760 -7.03595 -1.69572
H -4.96040 -6.52365 -0.86922
H -6.48372 -6.58858 -0.20453
H -8.17863 -5.12532 -0.69355
H -8.04037 -5.37110 -2.44731
H -7.82406 -3.69740 -1.70811
H -5.57408 -5.04425 -2.30583
H -5.88241 -4.11749 0.52602
H -5.38459 -3.12830 -0.87292
H -2.13990 -4.60867 -0.00729
H -3.27387 -3.72282 1.13318
H -2.88487 -3.01802 -0.40434
C -0.33957 -0.44456 -4.25355
C 1.02356 -1.08416 -4.23490
C 2.21832 -0.14421 -4.38194
O 2.03597 0.66489 -5.52631
C 3.00077 0.44517 -6.56868
N 1.02463 -1.73355 -2.86019
H 1.93363 -1.73755 -2.41467
H 0.36268 -1.23858 -2.11501
H 0.65081 -2.66607 -2.92069
H -0.45474 0.05185 -3.27250
H -1.10268 -1.23690 -4.27372
H -0.47130 0.15132 -5.14854
H 1.08180 -1.92711 -4.92033
H 3.08347 -0.83158 -4.40498
H 2.30106 0.52489 -3.51919
H 2.78736 1.02307 -7.47123
H 3.03490 -0.60613 -6.78327
H 3.98979 0.73816 -6.16863
C 0.66676 4.80099 -4.60458
C -0.59457 4.89715 -3.77842
C -1.92573 5.14460 -4.45895
O -2.90261 4.71891 -3.55046
C -4.25740 5.10509 -3.84451
N -0.83103 3.57321 -3.09657
H -0.77113 2.78828 -3.75456
H -0.14591 3.42640 -2.37494
H -1.76311 3.57300 -2.71965
H 1.44562 4.48912 -3.90340
H 0.96532 5.77523 -5.02322
H 0.65798 4.09223 -5.42423
H -0.58765 5.65057 -2.98248
H -1.93278 4.62442 -5.43104
H -2.19255 6.17711 -4.66177
H -4.74905 4.57526 -4.68374
H -4.32929 6.20852 -3.87292
H -4.75596 4.78860 -2.93734
C 7.54755 5.36648 0.24627
C 6.32146 4.52607 0.52141
O 6.13110 3.64813 1.28202
N 5.28571 4.74109 -0.56763
H 4.36018 4.91607 -0.14108
H 5.55894 5.45838 -1.19267
C 5.19254 3.35755 -1.31567
H 7.86343 5.14904 -0.77598
H 8.27847 5.13565 1.01198
H 7.30688 6.45067 0.19497
H 4.47748 3.44511 -2.13059
H 4.81929 2.70172 -0.54601
H 6.14333 3.06393 -1.77643
As 1.13747 3.15648 0.26168
F 1.99162 1.83534 0.91265
F 2.64282 4.03364 0.30902
F 0.37252 4.46794 -0.56173
F -0.37489 2.23346 0.15164
F 0.62329 3.68381 1.76683
F 1.62631 2.59497 -1.30934
O 1.16987 -0.97154 0.19802
C -0.27295 -0.66983 0.09919
O -0.85851 -0.45081 1.18227
O -0.61271 -0.74316 -1.08821
H 1.45180 -0.56058 1.04262
O 4.82683 0.47837 0.80227
C 4.24486 -0.74775 1.08439
O 4.49030 -1.57445 0.13175
O 3.56800 -0.99887 2.10178
H 4.65132 1.06545 1.54811
```

Results
Frontier orbital gap ... 10.001 eV
Net charge ... +4
DFT total energy ... -5349.4106 hartree
E_LUMO ... -0.2680 Ha

(4)
The following is a quantum chemistry calculation of a structure of composition C40H64BGeIrN3O4P2 in a non-equilibrium geometry, from the Open Molecules 2025 dataset.

XYZ file:
```
116
Properties=species:S:1:pos:R:3
Ir -1.13690 0.64460 0.82420
C -2.12360 3.79170 -0.64750
C -1.20630 3.06220 -1.63890
C -2.14000 2.23730 -2.51670
P 0.02180 2.04250 -0.63400
C 1.35290 3.34880 -0.33310
C 2.49030 2.76510 0.49630
C 0.83230 4.59130 0.38480
C 1.00530 0.86050 -1.80390
C 1.65200 1.69720 -2.84180
C 2.95980 1.59180 -3.18740
C 3.79490 0.66320 -2.55340
C 3.28740 -0.09580 -1.49790
C 2.00650 0.04520 -1.02680
N 1.55730 -0.78740 0.06170
C 2.06130 -0.59200 1.39650
C 3.35760 -0.16040 1.63540
C 3.92690 -0.22980 2.89800
C 3.22700 -0.84100 3.92510
C 1.92370 -1.23710 3.71680
C 1.28290 -1.04460 2.48940
P -0.53650 -0.97030 2.42830
C -1.05730 -0.35040 4.13390
C -0.40800 1.01140 4.36520
C -0.90590 -1.24770 5.36900
C -1.38110 -2.65000 2.30420
C -1.46140 -3.05150 0.83220
C -2.80710 -2.54500 2.84900
H -2.76330 4.48730 -1.19050
H -1.59310 4.34010 0.12070
H -2.75690 3.06230 -0.14260
H -0.64920 3.78350 -2.25050
H -2.61990 1.46460 -1.91730
H -1.64000 1.77180 -3.35840
H -2.92310 2.88990 -2.90010
H 1.73220 3.63940 -1.32160
H 2.09110 2.24840 1.36790
H 3.15120 3.55980 0.84270
H 3.08350 2.06910 -0.08670
H 0.28550 4.30780 1.28280
H 0.19840 5.19580 -0.25650
H 1.67260 5.21360 0.69150
H 1.00430 2.39960 -3.34570
H 3.36130 2.20570 -3.98160
H 4.81620 0.53320 -2.87460
H 3.93590 -0.82550 -1.03120
H 3.95630 0.22860 0.82880
H 4.92410 0.15330 3.06220
H 3.69440 -0.99300 4.88600
H 1.38120 -1.71080 4.51680
H -2.12560 -0.16680 3.96670
H 0.66310 0.91410 4.53840
H -0.85600 1.50080 5.22750
H -0.56640 1.64590 3.49090
H -0.03750 -0.94940 5.95470
H -0.80390 -2.30040 5.11540
H -1.77900 -1.14270 6.01350
H -0.80210 -3.39990 2.85740
H -1.90180 -2.24760 0.24260
H -2.08500 -3.93880 0.71480
H -0.47410 -3.25660 0.44250
H -3.30220 -1.67570 2.41990
H -2.84430 -2.47250 3.93150
H -3.38090 -3.42330 2.55530
O -3.08160 1.31170 1.66710
N -4.14480 0.66300 1.25590
N -3.96120 -0.19690 0.26270
O -2.78800 -0.30590 -0.36780
C -4.96940 -1.04070 -0.09870
C -6.22210 -0.95530 0.53510
C -7.21720 -1.83860 0.19440
C -7.00370 -2.81100 -0.77800
C -5.76700 -2.88920 -1.41090
C -4.75570 -2.01660 -1.08810
H -6.36000 -0.19770 1.28830
H -8.17600 -1.77610 0.68860
H -7.78850 -3.50810 -1.03150
H -5.58980 -3.65100 -2.15670
H -3.78860 -2.07510 -1.56430
C 0.89590 -4.85980 -2.00030
C 2.08180 -4.14400 -1.34700
C 3.35590 -4.49030 -2.11770
O 1.85310 -2.73580 -1.46610
B 1.64530 -2.20590 -0.22400
O 1.70660 -3.15500 0.76350
C 2.18690 -4.37850 0.21030
C 3.62320 -4.52810 0.73050
C 1.36780 -5.54670 0.75820
H 0.84280 -4.56350 -3.04590
H -0.03980 -4.57730 -1.52590
H 1.02180 -5.93640 -1.94710
H 3.20590 -4.25910 -3.16920
H 3.57940 -5.54870 -2.01530
H 4.20160 -3.90690 -1.76810
H 4.21690 -3.66080 0.45060
H 4.08540 -5.43820 0.36180
H 3.58020 -4.56740 1.81820
H 0.32190 -5.49470 0.47880
H 1.43420 -5.51740 1.84260
H 1.78680 -6.48650 0.41150
C 1.43680 -1.30620 -5.10850
Ge -0.11690 -0.26440 -4.44640
C -1.75710 -1.31420 -4.85190
C -0.16720 1.34390 -5.64910
C -0.00100 -0.14450 -2.43270
H 1.28530 -1.57440 -6.15090
H 1.56640 -2.21740 -4.53470
H 2.35030 -0.72560 -5.03540
H -1.84790 -1.43530 -5.92780
H -2.66060 -0.83440 -4.48990
H -1.70030 -2.30250 -4.40790
H -0.46330 0.97530 -6.62720
H 0.81490 1.79440 -5.74950
H -0.87540 2.11340 -5.36050
H 0.34010 -1.14590 -2.17350
H -0.98720 -0.04940 -1.98180
```

Results
Frontier orbital gap (alpha / beta) ... 3.970 / 3.920 eV
⟨S²⟩ ... 0.765
Multiplicity ... 2
DFT total energy ... -4916.5028 hartree
E_LUMO (alpha / beta) ... -0.0504 / -0.0470 Ha

(5)
The following is a quantum chemistry calculation of a structure of composition C3H9HgO3 in a non-equilibrium geometry, from the Open Molecules 2025 dataset.

XYZ file:
```
16
Properties=species:S:1:pos:R:3
Hg -1.35124 -1.14996 0.12193
O -0.86897 -3.21787 0.90354
H -1.13005 -3.32338 1.82290
C -1.32643 1.84498 -0.70942
O -0.57267 0.68656 -0.39662
C 0.81510 0.92458 -0.17310
C 1.53419 -0.40321 -0.05047
H -2.37849 1.54083 -0.75113
H -1.18387 2.60989 0.06787
H -1.00648 2.23659 -1.68601
H 0.91366 1.49722 0.76345
H 1.20879 1.51067 -1.01804
H 2.56188 -0.18260 0.28585
H 1.62170 -0.87216 -1.04814
O 0.86290 -1.22139 0.86515
H 0.29998 -2.48076 1.00225
```

Results
Frontier orbital gap (alpha / beta) ... 7.579 / 8.402 eV
⟨S²⟩ ... 0.754
Multiplicity ... 2
DFT total energy ... -498.6868 hartree
E_LUMO (alpha / beta) ... 0.0285 / -0.0233 Ha

(6)
The following is a quantum chemistry calculation of a structure of composition C44H44N4O10S2Se2Ta, from the Open Molecules 2025 dataset.

XYZ file:
```
107
Properties=species:S:1:pos:R:3
Ta -0.61692 -0.53761 0.21415
O -0.86574 -1.11355 6.21467
C -1.94788 -0.86102 5.32440
C -1.43198 -0.84127 3.88288
C -2.61751 -0.38293 3.04444
O -2.47808 -0.85956 1.70115
C -0.24390 0.12996 3.80253
Se -0.00925 1.12066 2.13242
C -1.03484 -2.26314 3.47632
Se 0.11412 -2.40009 1.89713
H -1.21032 -1.13477 7.11069
H -2.41286 0.10893 5.54781
H -2.71233 -1.64261 5.42123
H -2.70274 0.70503 3.05854
H -3.54003 -0.82050 3.44371
H -3.11043 -0.38127 1.13673
H 0.68223 -0.41092 3.99283
H -0.34742 0.89956 4.56726
H -1.93513 -2.85962 3.31141
H -0.46618 -2.71568 4.28813
C -0.43882 -4.72244 -4.12322
O 0.97912 -4.64278 -4.14012
C 1.56191 -3.78419 -3.26244
C 2.95515 -3.73045 -3.27892
C 3.60661 -2.87537 -2.41357
C 2.92204 -2.08297 -1.49263
C 3.65688 -1.17177 -0.56608
C 4.89568 -0.49774 -1.11347
O 3.29003 -0.97309 0.57016
C 1.52793 -2.14713 -1.50791
O 0.79306 -1.39605 -0.67147
C 0.84729 -2.98378 -2.38574
H -0.71733 -5.46558 -4.86480
H -0.89055 -3.75981 -4.37648
H -0.80548 -5.03917 -3.14338
H 3.49858 -4.35463 -3.97531
H 4.68787 -2.82958 -2.44432
H 4.67253 -0.04911 -2.08061
H 5.69951 -1.22609 -1.24404
H 5.21973 0.26599 -0.40999
H -0.23108 -2.97134 -2.35265
C 1.94112 6.86050 -4.06632
C 1.66209 5.45084 -3.61803
C 2.34716 4.89123 -2.54383
C 2.09246 3.59250 -2.12706
C 1.13160 2.85006 -2.79434
C 0.44349 3.37901 -3.87533
C 0.71085 4.67715 -4.27940
S 0.86191 1.16267 -2.29584
O 2.17886 0.61630 -2.09593
O 0.03745 0.56470 -3.32172
N 0.07799 1.24306 -0.88263
C -0.84586 2.37753 -0.77668
C -2.20971 1.91392 -0.31158
O -3.10856 2.68536 -0.04164
O -2.30719 0.61346 -0.25501
H 2.73666 7.31150 -3.47401
H 1.05142 7.48553 -3.96769
H 2.24326 6.88617 -5.11488
H 3.10124 5.47771 -2.03001
H 2.63017 3.14508 -1.29715
H -0.28672 2.76512 -4.38622
H 0.17505 5.09641 -5.12388
H -1.01228 2.88826 -1.72589
H -0.47476 3.12440 -0.06768
C -3.99892 -9.33034 -5.83948
C -3.72550 -8.06664 -5.05989
O -2.76870 -7.36780 -5.24534
S -4.96989 -7.74510 -3.81726
C -4.30160 -6.30370 -3.03877
C -4.47077 -5.05362 -3.62267
C -3.92600 -3.93229 -3.02415
C -3.20634 -4.04243 -1.83020
C -3.06078 -5.30267 -1.24156
C -3.60249 -6.42466 -1.84348
C -2.57215 -2.90537 -1.24175
C -1.95002 -2.00824 -0.71118
H -3.70462 -9.17621 -6.87574
H -5.04408 -9.62935 -5.78050
H -3.38247 -10.12688 -5.42011
H -5.01787 -4.96624 -4.55245
H -4.03692 -2.95728 -3.47959
H -2.49845 -5.38611 -0.32086
H -3.47260 -7.40108 -1.39466
C 2.94737 2.34508 3.33430
C 3.28731 2.07066 2.01629
N 3.06877 2.93061 1.02475
C 2.46986 4.07656 1.32823
C 2.07083 4.44258 2.60899
C 2.33162 3.54603 3.63913
C 1.40984 5.75663 2.80351
C 0.14580 5.94816 3.15544
C -0.81838 4.86476 3.47620
C -1.83394 4.52175 2.59755
C -2.69971 3.51748 2.99129
N -2.58333 2.90257 4.16862
C -1.56484 3.29538 4.92313
N -0.67656 4.24251 4.65154
H 3.13292 1.60411 4.10059
H 3.71769 1.11497 1.73936
H 2.27622 4.75068 0.49701
H 2.01919 3.77901 4.64899
H 2.01705 6.63405 2.59768
H -0.24026 6.96139 3.21168
H -1.93315 4.99149 1.62887
H -3.48941 3.18293 2.32906
H -1.44129 2.78486 5.87367
```

Results
Frontier orbital gap ... 6.659 eV
Net charge ... -1
DFT total energy ... -8330.9330 hartree
Energy relative to the best compared isomer or geometry (same formula, charge and spin) ... 57.3 kJ/mol
E_LUMO ... 0.0742 Ha